(a)
CH2IP | ωB97M-V/def2-TZVPD

Calculated values
frontier orbital gap (alpha / beta) = 0.29522 / 0.28824 Eh

Structure (XYZ):
```
5
CH2IP, DFT ωB97M-V/def2-TZVPD
C 0.41 0.10 -0.33
P -0.41 -1.30 -0.11
I 2.33 0.58 -0.11
H -0.65 1.57 0.45
H -1.67 -0.96 0.10
```

=====

(b)
CH2IP | ωB97M-V/def2-TZVPD

Calculated values
frontier orbital gap = 0.30541 Eh

Structure (XYZ):
```
5
CH2IP, DFT ωB97M-V/def2-TZVPD
C -0.17 -0.37 0.01
P 0.76 1.11 -0.15
I 0.53 -2.03 -1.06
H -0.87 -0.62 0.65
H -0.25 1.91 0.56
```

=====

Stability summary: most stable (b), least stable (a).

=====

(a)
C3H9PS | ωB97M-V/def2-TZVPD

Calculated values
frontier orbital gap (alpha / beta) = 0.31986 / 0.16701 Eh

Structure (XYZ):
```
14
C3H9PS, DFT ωB97M-V/def2-TZVPD
C 0.10 -0.16 1.77
C -2.07 -0.61 -0.02
C 0.30 0.99 -0.89
P -0.88 0.61 0.62
S 3.30 -1.13 -1.24
H 1.11 0.15 1.88
H -0.34 -0.67 2.64
H -2.71 -0.11 -0.65
H -1.47 -1.46 -0.44
H -2.42 -1.18 0.88
H 0.95 1.90 -0.65
H 0.93 0.03 -0.90
H -0.38 1.41 -1.62
H 3.57 0.25 -1.40
```

=====

(b)
C3H9PS | ωB97M-V/def2-TZVPD

Calculated values
frontier orbital gap (alpha / beta) = 0.29543 / 0.28251 Eh

Structure (XYZ):
```
14
C3H9PS, DFT ωB97M-V/def2-TZVPD
C -0.45 -1.36 0.62
C -1.54 2.02 -0.04
C 0.31 -1.05 -0.72
P 1.24 0.53 -0.78
S 2.64 0.23 0.72
H 0.02 -2.34 1.06
H -0.46 -0.63 1.41
H -1.45 -1.51 0.27
H -1.15 2.34 0.97
H -1.84 1.04 -0.42
H -1.59 2.80 -0.87
H -0.39 -1.19 -1.51
H 0.96 -1.92 -0.82
H 3.69 1.04 0.12
```

=====

(c)
C3H9PS | ωB97M-V/def2-TZVPD

Calculated values
frontier orbital gap (alpha / beta) = 0.29318 / 0.28889 Eh

Structure (XYZ):
```
14
C3H9PS, DFT ωB97M-V/def2-TZVPD
C 1.42 -1.35 -1.24
C 0.32 -0.87 1.27
C -2.69 1.40 -0.41
P 0.58 -0.06 -0.44
S 2.37 1.14 -0.05
H 2.16 -1.04 -1.97
H 1.04 -2.41 -1.36
H 0.87 -1.73 1.25
H 0.73 -0.16 1.91
H -0.72 -1.12 1.33
H -2.93 1.24 0.65
H -2.37 2.38 -0.86
H -2.81 0.61 -1.00
H 2.04 1.98 0.94
```

=====

Stability summary: most stable (b), least stable (c).

=====

(a)
C2H2Cl3NO | ωB97M-V/def2-TZVPD

Calculated values
SMILES string = C#[N+][O-].ClC(Cl)Cl
frontier orbital gap = 0.39599 Eh

Structure (XYZ):
```
9
C2H2Cl3NO, DFT ωB97M-V/def2-TZVPD
C -1.24 -0.46 -1.84
C 1.75 -0.26 0.31
N -1.80 -1.28 -1.19
O -2.09 -2.20 -0.50
Cl 1.91 -0.66 -1.44
Cl 1.60 -1.79 1.18
Cl 3.16 0.58 0.77
H -1.14 0.61 -1.98
H 0.70 0.06 0.44
```

=====

(b)
C2H2Cl3NO | ωB97M-V/def2-TZVPD

Calculated values
frontier orbital gap (alpha / beta) = 0.34381 / 0.34388 Eh

Structure (XYZ):
```
9
C2H2Cl3NO, DFT ωB97M-V/def2-TZVPD
C -0.51 0.00 0.32
C 0.93 -0.18 0.00
N -1.55 0.42 -0.50
O -1.08 1.17 0.65
Cl 1.34 -1.90 -0.13
Cl 1.33 0.60 -1.58
Cl 1.92 0.57 1.28
H -1.11 -1.57 1.33
H -1.26 0.89 -1.36
```

=====

Stability summary: most stable (a), least stable (b).

=====

(a)
C2H2Cl3NO | ωB97M-V/def2-TZVPD

Calculated values
frontier orbital gap = 0.30391 Eh

Structure (XYZ):
```
9
C2H2Cl3NO, DFT ωB97M-V/def2-TZVPD
C -0.72 0.34 0.02
C 0.74 0.52 0.02
N -1.05 -1.62 0.49
O -0.72 -2.32 -0.36
Cl 1.20 1.99 -0.93
Cl 1.62 -0.84 -0.76
Cl 1.38 0.71 1.66
H -1.26 0.85 0.81
H -1.17 0.38 -0.96
```

=====

(b)
C2H2Cl3NO | ωB97M-V/def2-TZVPD

Calculated values
SMILES string = ClC(Cl)(Cl)N1CO1
frontier orbital gap = 0.40240 Eh

Structure (XYZ):
```
9
C2H2Cl3NO, DFT ωB97M-V/def2-TZVPD
C 0.10 0.30 -0.07
C 2.52 -0.11 -0.05
N 1.33 0.20 -0.70
O 0.82 1.49 -0.43
Cl 2.47 0.52 1.67
Cl 2.89 -1.80 -0.18
Cl 3.93 0.79 -0.85
H -0.81 0.24 -0.74
H -0.34 0.16 0.95
```

=====

Stability summary: most stable (b), least stable (a).

=====

(a)
C4H9NOS | ωB97M-V/def2-TZVPD

Calculated values
SMILES string = CC(=O)NCCS
frontier orbital gap = 0.37004 Eh

Structure (XYZ):
```
16
C4H9NOS, DFT ωB97M-V/def2-TZVPD
O 2.21 -1.09 -0.27
C 2.02 0.01 0.21
N 0.80 0.39 0.67
C -0.39 -0.37 0.31
C -1.55 0.57 0.08
S -3.00 -0.34 -0.59
C 3.11 1.05 0.38
H 0.65 1.36 0.89
H -0.17 -0.97 -0.56
H -0.69 -1.00 1.15
H -1.31 1.31 -0.69
H -1.85 1.01 1.03
H -2.29 -1.19 -1.32
H 3.04 1.39 1.43
H 4.10 0.65 0.19
H 2.91 1.91 -0.26
```

=====

(b)
C4H9NOS | ωB97M-V/def2-TZVPD

Calculated values
SMILES string = CC(C)(S)C(N)=O
frontier orbital gap = 0.35775 Eh

Structure (XYZ):
```
16
C4H9NOS, DFT ωB97M-V/def2-TZVPD
C 1.14 0.53 -0.10
C -0.43 -1.17 -1.34
C -0.44 -0.93 1.42
C -0.35 -0.10 -0.17
N 1.11 1.71 0.54
O 2.07 -0.06 -0.61
S -1.56 1.19 -0.31
H -1.44 -1.08 -1.74
H 0.46 -0.79 -1.93
H -0.27 -2.05 -0.89
H 0.40 -1.62 1.46
H -1.40 -1.50 1.26
H -0.42 -0.15 2.12
H 0.18 1.84 0.91
H 1.87 2.37 0.72
H -0.90 1.81 -1.33
```

=====

(c)
C4H9NOS | ωB97M-V/def2-TZVPD

Calculated values
SMILES string = C[C@H](CS)NC=O
frontier orbital gap = 0.36815 Eh

Structure (XYZ):
```
16
C4H9NOS, DFT ωB97M-V/def2-TZVPD
O 0.70 -1.23 -2.48
C 0.94 -1.86 -1.48
N 0.72 -1.52 -0.17
C 0.29 -0.04 0.04
C -0.86 0.05 1.13
S -1.58 1.76 0.92
C 1.43 0.73 0.47
H 1.13 -3.04 -1.52
H 0.95 -2.19 0.59
H -0.16 0.13 -0.98
H -1.79 -0.55 0.84
H -0.47 -0.34 2.04
H -1.13 2.16 2.05
H 2.28 1.04 -0.07
H 1.93 0.26 1.37
H 1.16 1.66 1.08
```

=====

(d)
C4H9NOS | ωB97M-V/def2-TZVPD

Calculated values
SMILES string = C1=NC1.CCSO
frontier orbital gap = 0.33370 Eh

Structure (XYZ):
```
16
C4H9NOS, DFT ωB97M-V/def2-TZVPD
C 2.92 1.06 0.38
C 2.78 -0.14 -0.41
C -0.54 -1.29 1.17
C -1.53 -0.53 0.24
N 2.35 0.89 -0.99
O -1.61 1.87 -0.96
S -1.52 1.32 0.57
H 2.43 1.32 1.28
H 3.95 1.35 0.42
H 3.06 -1.11 -0.38
H -2.38 2.43 -1.21
H -0.11 -2.09 0.63
H 0.26 -0.69 1.74
H -1.14 -1.70 1.90
H -2.49 -0.98 0.32
H -1.25 -0.51 -0.79
```

=====

Stability summary: most stable (a), least stable (d).

=====

(a)
C4H9NOS | ωB97M-V/def2-TZVPD

Calculated values
frontier orbital gap = 0.37246 Eh

Structure (XYZ):
```
16
C4H9NOS, DFT ωB97M-V/def2-TZVPD
C 1.22 1.39 0.56
C 0.18 0.88 -0.36
C -1.29 1.15 -0.16
C 0.93 -2.54 -0.15
N 0.82 0.00 0.58
O 2.12 -0.74 -1.68
S 2.10 -1.13 -0.28
H 2.19 1.64 0.15
H 0.94 1.96 1.44
H 0.48 0.75 -1.40
H -1.49 1.39 0.88
H -1.87 0.27 -0.43
H -1.60 1.98 -0.79
H 0.10 -2.36 -0.82
H 0.59 -2.57 0.88
H 1.44 -3.46 -0.42
```

=====

(b)
C4H9NOS | ωB97M-V/def2-TZVPD

Calculated values
SMILES string = C[C@H](C=O)N(C)S
frontier orbital gap = 0.33677 Eh

Structure (XYZ):
```
16
C4H9NOS, DFT ωB97M-V/def2-TZVPD
C -1.34 1.31 0.68
C -0.74 0.06 -1.43
C 1.19 -1.57 0.54
C -0.81 0.08 0.11
N 0.76 -0.25 0.82
O -1.61 2.33 0.11
S 1.87 0.99 0.14
H -1.28 1.12 1.78
H 0.35 0.12 -1.68
H -1.28 -0.65 -2.20
H -1.10 1.13 -1.74
H 1.98 -1.80 1.20
H 0.37 -2.20 0.71
H 1.59 -1.75 -0.52
H -1.33 -0.77 0.46
H 1.36 1.84 1.01
```

=====

Stability summary: most stable (a), least stable (b).

=====

(a)
C4H9NOS | ωB97M-V/def2-TZVPD

Calculated values
SMILES string = CC(C)OC(N)=S
frontier orbital gap = 0.32728 Eh

Structure (XYZ):
```
16
C4H9NOS, DFT ωB97M-V/def2-TZVPD
C 0.98 0.81 -0.64
C 0.51 -0.27 0.21
C 1.36 -1.41 0.18
C -1.99 -0.14 0.05
H 1.37 0.32 -1.55
H 0.19 1.46 -0.92
H 1.87 1.32 -0.29
H 0.34 -0.03 1.36
H 2.47 -1.25 0.10
H 1.28 -1.92 1.14
H 1.14 -2.11 -0.67
H -2.49 1.71 0.77
H -0.91 1.74 0.19
N -1.71 1.12 0.47
O -0.85 -0.67 -0.16
S -3.56 -0.69 -0.23
```

=====

(b)
C4H9NOS | ωB97M-V/def2-TZVPD

Calculated values
SMILES string = CC(C)OC(N)=S
frontier orbital gap = 0.34179 Eh

Structure (XYZ):
```
16
C4H9NOS, DFT ωB97M-V/def2-TZVPD
C 1.64 -0.10 1.39
C 1.55 -0.50 -0.07
C 1.93 0.54 -1.16
C -1.05 -0.31 -0.06
H 2.70 0.34 1.57
H 0.93 0.75 1.75
H 1.29 -0.90 2.04
H 2.15 -1.41 -0.12
H 1.94 -0.05 -2.16
H 3.03 0.61 -0.98
H 1.50 1.48 -1.22
H -2.92 -0.69 -0.47
H -1.86 -2.10 -0.42
N -2.08 -1.14 -0.09
O 0.14 -1.05 -0.23
S -1.23 1.29 0.12
```

=====

Stability summary: most stable (b), least stable (a).

=====

(a)
C4H9NOS | ωB97M-V/def2-TZVPD

Calculated values
frontier orbital gap = 0.29098 Eh

Structure (XYZ):
```
16
C4H9NOS, DFT ωB97M-V/def2-TZVPD
C -3.14 0.32 -0.06
C 0.10 -1.61 0.43
C 2.62 1.33 -0.33
C -0.11 -0.19 0.00
N -3.55 -0.79 0.08
O -2.96 1.44 -0.26
S 0.99 0.94 0.60
H -0.82 -2.18 0.25
H 0.90 -2.13 -0.12
H 0.33 -1.66 1.49
H 3.07 2.18 0.16
H 2.41 1.55 -1.37
H 3.25 0.46 -0.24
H -0.35 -0.07 -1.05
H 0.40 2.03 0.06
H -3.13 -1.64 0.38
```

=====

(b)
C4H9NOS | ωB97M-V/def2-TZVPD

Calculated values
frontier orbital gap = 0.34948 Eh

Structure (XYZ):
```
16
C4H9NOS, DFT ωB97M-V/def2-TZVPD
C -0.70 0.18 0.29
C -2.05 -0.41 0.41
C -0.65 1.66 0.14
C 2.82 -1.36 -0.22
N 0.30 -0.57 0.54
O 2.13 1.06 -1.05
S 2.13 0.32 0.23
H -2.63 -0.24 -0.53
H -1.83 -1.42 0.57
H -2.65 0.17 1.06
H -1.04 2.40 0.85
H 0.36 1.92 -0.11
H -1.06 1.92 -0.83
H 2.54 -1.37 -1.39
H 2.12 -2.04 0.27
H 3.89 -1.45 0.08
```

=====

Stability summary: most stable (b), least stable (a).